Molecular formula: C31H78CaN5O11
Method: DFT, the ωB97M-V functional and the def2-TZVPD basis

The geometry in XYZ format:
```
126
Properties=species:S:1:pos:R:3:mulliken_charge:R:1
Ca 1.848 -2.170 4.191 1.559
O -2.756 2.742 3.835 -0.384
O -2.311 -3.779 1.599 -0.245
O 6.184 -1.260 -0.003 -0.435
O 0.474 -1.193 5.889 -0.353
O 1.853 -0.472 2.772 -0.651
O 1.990 -0.704 -2.933 -0.329
O -3.823 -1.077 -6.029 -0.338
O 8.055 -3.805 2.661 -0.370
O -1.710 5.391 -5.109 -0.345
O -4.867 2.363 -2.166 -0.122
O -1.751 -0.130 -1.603 -0.414
N -5.218 3.616 1.247 -0.313
N 6.182 -1.580 2.718 -0.296
N -2.051 2.782 -2.562 -0.033
N -0.741 -1.722 -4.184 -0.229
N -0.445 -2.437 3.514 -0.010
C -1.371 4.723 -3.913 -0.561
C -1.355 2.847 3.980 -0.375
C 7.846 -3.001 3.809 -0.674
C 0.807 -1.390 7.256 -0.879
C -4.651 2.890 0.121 -0.650
C -2.383 3.610 -3.704 -0.147
C -1.481 -1.088 -0.620 0.090
C 1.465 0.477 1.837 -0.321
C -3.060 -1.531 -4.939 -0.228
C -3.493 -4.021 0.866 -0.832
C 7.427 -1.601 3.461 -0.455
C -1.166 -1.305 4.150 -0.139
C -0.925 -1.338 5.643 -0.747
C -5.447 3.160 -1.152 -0.617
C 7.480 -0.778 -0.280 -0.610
C -1.597 -1.350 -5.288 -0.750
C -4.690 3.213 2.537 -0.595
C -1.140 -3.745 3.629 -0.977
C -0.638 6.123 -5.657 -0.764
C 5.817 -0.238 2.208 -0.992
C 2.897 -0.814 -1.856 -0.923
C -3.173 3.159 2.553 0.025
C -1.076 1.740 -2.897 -0.250
C -5.191 -1.051 -5.732 -0.458
C 5.411 -0.361 0.739 0.234
C -2.487 -3.854 2.984 -0.552
C -5.565 2.472 -3.384 -0.881
C 1.578 -1.983 -3.397 -0.463
C 9.238 -3.517 1.951 -0.643
C 0.674 -1.803 -4.592 -0.757
C -0.776 0.896 -1.689 -0.439
H -0.401 -2.240 2.512 0.237
H 0.701 0.110 1.130 -0.193
H -3.401 -3.567 -0.114 0.204
H -6.523 2.986 -1.036 0.469
H -5.732 -0.756 -6.631 0.260
H 7.465 0.149 -0.869 0.314
H -4.960 3.969 3.279 0.283
H -0.882 2.102 3.323 -0.073
H -2.862 2.347 -2.137 0.032
H 2.401 -1.226 -0.961 0.255
H -4.374 -3.580 1.360 0.399
H 3.137 0.196 -1.518 0.322
H -0.807 1.499 -0.770 0.500
H 2.442 -2.605 -3.664 0.560
H 1.016 -2.473 -2.589 0.186
H -0.474 -4.516 3.230 0.348
H -3.362 -0.960 -4.044 0.147
H -5.542 -2.057 -5.469 0.308
H -5.280 4.222 -1.391 0.336
H -1.377 -2.050 -6.102 0.491
H -0.770 -1.078 -3.402 0.034
H -2.235 -1.311 3.939 0.383
H -0.965 3.826 3.689 0.370
H 9.120 -3.845 0.924 0.235
H 0.364 -2.315 7.653 0.363
H -6.219 3.463 1.256 0.261
H 0.235 0.474 -1.774 -0.064
H -1.303 -0.568 0.335 -0.048
H -3.256 -2.585 -4.689 0.361
H 0.385 -0.629 7.923 0.293
H 10.091 -4.030 2.420 0.307
H -3.348 4.073 -3.488 0.119
H 7.088 -3.505 4.409 0.294
H -2.463 3.045 -4.647 0.139
H 0.940 -0.870 -5.115 0.287
H -1.146 2.618 5.022 0.275
H -1.255 -2.312 6.029 0.374
H -2.802 4.170 2.333 0.274
H 8.027 -1.537 -0.833 0.278
H -4.695 1.793 0.274 0.296
H -0.174 6.782 -4.918 0.307
H -1.504 1.101 -3.685 0.198
H 1.886 -1.391 7.394 0.338
H -5.620 3.506 -3.736 0.423
H -3.211 -3.096 3.316 0.336
H 0.772 -2.592 -5.341 0.425
H -1.466 -0.347 -5.727 0.253
H -6.584 2.074 -3.291 0.331
H 7.338 -1.031 4.399 0.401
H 5.007 0.158 2.819 0.377
H -2.351 -1.723 -0.476 -0.086
H -1.412 5.408 -3.056 0.291
H 1.046 1.379 2.306 0.266
H 8.756 -2.957 4.426 0.384
H 8.284 -1.059 3.018 0.241
H -0.359 4.298 -3.961 0.404
H -5.052 1.844 -4.109 0.113
H -0.741 -0.390 3.734 -0.079
H 2.305 0.799 1.202 0.267
H 8.053 -0.542 0.628 0.206
H -5.100 2.253 2.890 0.327
H -3.612 3.167 -0.046 0.280
H -1.046 6.778 -6.430 0.265
H 9.532 -2.462 1.979 0.273
H 5.538 0.647 0.313 0.494
H -2.944 -4.814 3.274 0.446
H 3.768 -1.378 -2.189 0.467
H -5.404 -0.334 -4.933 0.041
H 6.352 -2.170 1.906 0.391
H -1.205 -4.034 4.683 0.396
H -1.517 -0.578 6.154 0.512
H 4.351 -0.595 0.639 -0.312
H -0.168 2.211 -3.271 0.451
H 6.681 0.432 2.276 0.337
H -2.775 2.480 1.788 -0.032
H -0.618 -1.711 -0.889 0.078
H -3.725 -5.090 0.817 0.322
H 0.057 5.446 -6.162 0.295
```

**Total charge**: +1
**Kohn-Sham gap**: 5.8 eV
**Multiplicity**: 1
**Relative energy (zero: lowest compared OMol25 entry of this formula, charge and spin)**: 0.0 kJ/mol
**LUMO**: -4.055 eV